Molecular formula: C6H10
Method: DFT, the ωB97M-V functional and the def2-TZVPD basis

strongest force on any atom = 0.41 eV Å⁻¹
2S+1 = 1
gap between HOMO and LUMO = 7.50 eV

Structure (XYZ):
```
16
Properties=species:S:1:pos:R:3:forces:R:3
C 1.105 -1.702 0.445 0.0379 -0.0083 0.0039
C -0.348 -1.841 0.008 0.0090 0.0570 -0.0225
C -1.091 -0.666 -0.549 -0.0055 -0.0062 0.0492
C -0.787 0.655 -0.612 0.1181 -0.0887 0.0852
C 0.425 1.206 -0.072 -0.3478 0.1934 -0.1016
C 0.325 2.673 0.148 0.0121 -0.0156 -0.0414
H 1.737 -1.360 -0.376 -0.0904 -0.0389 0.1056
H 1.467 -2.677 0.792 -0.0508 0.1327 -0.0536
H 1.216 -0.968 1.245 -0.0131 -0.1137 -0.0974
H -0.958 -2.207 0.850 0.0504 0.0411 -0.1137
H -0.435 -2.639 -0.745 -0.0116 0.1071 0.0778
H -2.080 -0.945 -0.924 0.1255 0.0457 0.0555
H -1.566 1.304 -1.040 0.1369 -0.0479 0.0544
H 1.251 3.185 -0.140 -0.1031 -0.1071 0.0852
H -0.547 3.203 -0.276 0.1047 -0.1412 0.0154
H 0.286 2.778 1.245 0.0276 -0.0095 -0.1019
```
Positions in Å, forces in eV/Å.

Löwdin population analysis, charges in e, atoms 1 to 6:
1. C -0.14
2. C -0.25
3. C -0.07
4. C -0.18
5. C -0.03
6. C -0.18